59
Properties=species:S:1:pos:R:3 method="wB97M-V/def2-TZVPD" lumo_ev=-4.5848 multiplicity=1 energy_ev=-71029.9655 charge=+1 gap_ev=6.35
C -0.815 4.196 1.721
C -1.773 4.013 0.551
O -1.395 2.886 -0.234
C -2.486 2.141 -0.760
C -1.969 1.354 -1.954
C -1.129 0.149 -1.576
O -0.401 -0.308 -2.703
C 0.999 -0.211 -2.669
C 1.549 -1.549 -3.159
C 3.085 -1.575 -3.152
C 3.755 -2.045 -1.859
F 4.633 -3.056 -2.179
F 2.972 -2.450 -0.929
F 4.546 -1.074 -1.369
C -1.903 -1.096 -0.996
F -1.561 -2.204 -1.703
Cl -3.663 -0.965 -1.084
O -1.624 -1.340 0.343
C -0.245 -1.457 0.687
P 0.221 -0.447 2.210
C -1.341 0.475 2.513
C -1.881 0.220 3.927
C 1.272 0.838 1.386
C 2.292 1.395 2.389
S 0.175 -3.243 0.821
C -1.367 -4.025 1.179
O 0.609 -3.619 -0.507
O 1.066 -3.426 1.932
H 0.157 3.764 1.470
H -1.178 3.709 2.628
H -0.671 5.256 1.940
H -2.800 3.887 0.913
H -1.768 4.907 -0.086
H -3.285 2.816 -1.088
H -2.882 1.484 0.025
H -2.765 1.072 -2.646
H -1.292 2.027 -2.491
H -0.437 0.470 -0.786
H 1.355 -0.023 -1.647
H 1.343 0.618 -3.306
H 1.156 -2.340 -2.511
H 1.177 -1.749 -4.166
H 3.414 -2.239 -3.962
H 3.453 -0.553 -3.346
H 0.394 -1.187 -0.159
H -2.109 0.234 1.776
H -1.115 1.539 2.375
H -1.098 0.313 4.681
H -2.313 -0.781 4.006
H -2.680 0.931 4.154
H 0.655 1.646 0.976
H 1.800 0.347 0.561
H 3.070 0.659 2.597
H 2.767 2.298 1.994
H 1.817 1.662 3.336
H -1.900 -4.218 0.250
H -1.101 -4.946 1.700
H -1.955 -3.377 1.828
Li 5.171 -1.804 -3.843


19
Properties=species:S:1:pos:R:3 method="wB97M-V/def2-TZVPD" e_above_lowest_kj_mol=659.5 lumo_ev=0.7661 multiplicity=1 energy_ev=-11405.2528 charge=0 gap_ev=9.49
C -0.482 0.675 0.055
C -2.043 0.369 -0.334
C -0.356 -0.702 -0.176
C 1.169 -1.009 -0.215
C 2.111 -0.405 0.791
C 0.669 1.475 -0.535
H -0.709 -0.064 1.966
H -2.141 0.218 -1.414
H -2.711 0.967 0.206
H -2.032 -1.866 -0.102
H -0.790 -0.825 -1.278
H 1.248 -1.861 -0.936
H 3.117 -0.850 0.452
H 1.864 -0.126 1.744
H 0.400 1.554 -1.669
H 1.098 2.341 0.069
N -1.731 -0.966 0.440
N 1.697 0.238 -0.498
O -0.378 0.838 1.433